1.
ORCA calculation (the ωB97M-V functional and the def2-TZVPD basis) on 2 unconnected molecules or ions with the total composition C3H4O3 in a non-equilibrium geometry.

Output
- total charge = 0
- frontier orbital gap (eV) = 8.71
- LUMO level (eV) = -0.485
- E_tot (Eh) = -342.25189

Element x y z (Å)
1 O -0.31628 -0.83364 -1.18771
2 C -1.30952 -1.16674 -0.53999
3 C -0.93159 0.12088 0.14372
4 O 0.56059 1.30899 -0.14286
5 C 1.62575 0.75952 0.34562
6 O 1.70263 -0.37168 0.81480
7 H -1.78424 -2.16012 -0.75891
8 H -1.54982 0.96302 -0.12281
9 H -0.51848 -0.03931 1.12468
10 H 2.52096 1.41908 0.32347

***

2.
ORCA calculation (the ωB97M-V functional and the def2-TZVPD basis) on a single C3H4O3 molecule.

Output
- total charge = 0
- frontier orbital gap (eV) = 8.97
- LUMO level (eV) = -0.260
- E_tot (Eh) = -342.29863

Element x y z (Å)
1 O -1.24555 -1.66688 0.07790
2 C -0.64312 -0.45554 -0.20094
3 C 0.41973 1.85233 0.32219
4 O 1.20294 0.94724 -0.25275
5 C 0.84656 -0.39898 0.01095
6 O 1.63189 -1.23950 0.30871
7 H -0.89837 -1.98102 0.92158
8 H -0.84433 -0.18382 -1.24444
9 H -0.97634 0.40490 0.41827
10 H 0.50659 2.72127 -0.36147

***

3.
ORCA calculation (the ωB97M-V functional and the def2-TZVPD basis) on a molecular structure, C3H4O3Rh in a non-equilibrium geometry.

Output
- total charge = +2
- frontier orbital gap (spin up / spin down) (eV) = 5.06 / 7.28
- LUMO level (spin up / spin down) (eV) = -11.477 / -13.763
- E_tot (Eh) = -451.83929
- 2S+1 = 6

Element x y z (Å)
1 H -0.76377 1.93722 1.61642
2 O -0.77156 0.03890 0.47338
3 Rh -0.75008 -2.22164 -0.89910
4 C -0.51029 0.61985 1.66691
5 C 0.70788 1.50397 1.53618
6 H -0.49126 -0.09721 2.49769
7 H 1.60831 0.98275 1.88810
8 H 0.77485 2.39390 2.17108
9 O 0.32620 -0.56900 -1.39197
10 C 0.29749 0.46099 -0.76031
11 O 1.11672 1.27416 -0.29524

***

4.
ORCA calculation (the ωB97M-V functional and the def2-TZVPD basis) on a single C3H4O4 molecule in a non-equilibrium geometry.

Output
- total charge = 0
- frontier orbital gap (eV) = 11.15
- LUMO level (eV) = 0.639
- SMILES string = O=C1OCOCO1
- E_tot (Eh) = -417.58218

Element x y z (Å)
1 O -0.10191 1.86754 -1.90846
2 C -0.15471 1.25389 -0.80535
3 O 1.03710 0.66480 -0.23166
4 C 1.02410 -0.79257 -0.22241
5 O -0.35427 -1.21665 0.39469
6 C -0.99086 -0.24015 1.00731
7 O -1.19708 0.85667 -0.19342
8 H 2.01553 -0.90474 0.27588
9 H 1.33980 -1.22516 -1.29739
10 H -2.01470 -0.53559 0.98475
11 H -0.60299 0.27196 1.99605

***

5.
ORCA calculation (the ωB97M-V functional and the def2-TZVPD basis) on a molecular structure, C3H4O4Pb in a non-equilibrium geometry.

Output
- total charge = -1
- frontier orbital gap (spin up / spin down) (eV) = 4.84 / 6.41
- LUMO level (spin up / spin down) (eV) = 3.249 / 3.168
- E_tot (Eh) = -610.45868
- 2S+1 = 2

Element x y z (Å)
1 C -1.84452 0.22368 -0.25553
2 C -0.63161 -0.13063 -0.78823
3 O 0.35421 0.80677 -1.07008
4 C 1.66681 0.42372 -0.84959
5 O 2.51230 1.23085 -1.21689
6 O 1.84624 -0.63946 -0.18525
7 O -2.76724 -0.74419 -0.05443
8 Pb 0.85623 -1.94874 1.08288
9 H -1.86227 1.05742 0.45255
10 H -0.63791 -0.97593 -1.48876
11 H -3.36607 -0.50164 0.65782
12 H -0.15033 -0.12456 1.28370

***

6.
ORCA calculation (the ωB97M-V functional and the def2-TZVPD basis) on a molecular structure, C3H4O4Rh in a non-equilibrium geometry.

Output
- total charge = +1
- frontier orbital gap (spin up / spin down) (eV) = 6.69 / 5.66
- LUMO level (spin up / spin down) (eV) = -6.196 / -8.014
- E_tot (Eh) = -527.65068
- 2S+1 = 5

Element x y z (Å)
1 C -1.85585 -0.62292 -0.05711
2 C -0.57984 -0.13000 0.16032
3 O 0.48499 -0.95532 -0.30087
4 C 1.71636 -0.59998 -0.13452
5 O 2.05686 0.45028 0.50469
6 O 2.63822 -1.36349 -0.58341
7 O -2.81406 0.14737 -0.49106
8 H -2.12589 -1.45637 0.63296
9 H -1.12557 2.03284 -0.43028
10 H -1.94502 2.06818 -0.49179
11 Rh 3.84408 -0.11763 0.22685
12 H -0.29428 0.54706 0.96422

***

7.
ORCA calculation (the ωB97M-V functional and the def2-TZVPD basis) on a molecular structure, C3H4O4Ru in a non-equilibrium geometry.

Output
- total charge = +1
- frontier orbital gap (spin up / spin down) (eV) = 8.21 / 7.10
- LUMO level (spin up / spin down) (eV) = -5.548 / -7.172
- E_tot (Eh) = -512.04817
- 2S+1 = 6

Element x y z (Å)
1 Ru 0.23078 -2.07426 1.40652
2 O 0.34679 -0.20100 1.73113
3 O 1.70412 0.99847 -0.33490
4 C 1.04401 2.01354 -1.00594
5 C -0.43041 1.61134 -1.08969
6 O -0.72558 0.96274 0.15116
7 C 0.16769 -0.02650 0.44373
8 H 1.10009 2.97551 -0.44830
9 H 1.41138 2.15941 -2.04528
10 H -0.58191 0.87860 -1.89616
11 H -1.10185 2.47511 -1.17471
12 O 0.01325 -1.14801 -0.23168

***

8.
ORCA calculation (the ωB97M-V functional and the def2-TZVPD basis) on a single C3H4O4S molecule in a non-equilibrium geometry.

Output
- total charge = 0
- frontier orbital gap (eV) = 9.56
- LUMO level (eV) = -0.141
- SMILES string = O=C(O)[C@@H](O)C(O)=S
- E_tot (Eh) = -815.87192

Element x y z (Å)
1 O -1.71442 1.23452 -0.36523
2 C -1.22914 0.14790 -0.23916
3 O -1.59400 -0.92859 -0.95778
4 C -0.08566 -0.17401 0.72686
5 O 0.00742 -1.52418 1.05819
6 C 1.19858 0.37227 0.08349
7 O 1.27879 1.68130 0.26769
8 S 2.25580 -0.53306 -0.74704
9 H -2.25459 -0.63190 -1.54683
10 H -0.27858 0.36337 1.65621
11 H 0.35934 -2.01022 0.28390
12 H 2.05647 2.00258 -0.22031